# 1
A cluster of 2 separate species, C37H39BO2S2 in total at a distorted geometry. Source: the OMol25 dataset; level of theory: ωB97M-V/def2-TZVPD.

Last column: Löwdin charge in e.
CARTESIAN COORDINATES (ANGSTROEM)
C1 5.757 3.559 -0.755  -0.11
C2 4.434 3.401 -0.101  -0.62
C3 4.207 2.903 1.174  -0.14
C4 2.836 2.769 1.495  -0.12
C5 1.991 3.084 0.427  -0.53
B1 1.034 -1.821 0.143  -0.87
C6 0.616 3.326 0.519  -0.56
C7 -0.211 3.161 1.626  -0.11
C8 -1.546 3.508 1.349  -0.13
C9 -1.741 3.929 0.041  -0.59
C10 -3.005 4.338 -0.602  -0.11
S1 -0.276 3.916 -0.853  1.07
O1 1.979 -1.889 -0.868  0.12
C11 3.221 -2.177 -0.224  -0.43
C12 3.740 -3.424 -0.943  -0.02
C13 4.198 -1.044 -0.513  -0.01
C14 2.828 -2.351 1.339  -0.43
C15 2.928 -3.798 1.794  -0.01
C16 3.559 -1.430 2.296  -0.01
O2 1.447 -1.971 1.444  0.15
S2 2.963 3.667 -0.936  1.05
H1 6.548 3.480 -0.007  0.08
H2 5.877 2.735 -1.474  0.08
H3 5.863 4.509 -1.298  0.08
H4 5.033 2.637 1.831  0.11
H5 2.444 2.518 2.477  0.11
H6 0.197 2.825 2.577  0.11
H7 -2.349 3.458 2.082  0.12
H8 -3.780 4.490 0.157  0.08
H9 -2.855 5.281 -1.150  0.08
H10 -3.367 3.586 -1.317  0.07
H11 4.687 -3.774 -0.505  0.09
H12 2.993 -4.235 -0.947  0.09
H13 3.935 -3.141 -1.987  0.09
H14 5.173 -1.281 -0.070  0.09
H15 4.332 -0.960 -1.599  0.09
H16 3.862 -0.073 -0.128  0.09
H17 3.967 -4.138 1.763  0.09
H18 2.557 -3.888 2.821  0.09
H19 2.331 -4.456 1.153  0.09
H20 4.637 -1.614 2.266  0.09
H21 3.350 -0.383 2.052  0.08
H22 3.183 -1.626 3.307  0.09
C17 -5.625 1.574 2.295  -0.09
C18 -4.622 0.734 2.803  -0.09
C19 -3.541 0.364 2.010  -0.03
C20 -3.484 0.750 0.653  -0.18
C21 -2.356 0.374 -0.219  -0.12
C22 -1.124 0.009 0.307  -0.02
C23 -0.138 -0.785 -0.387  -0.03
C24 -0.441 -2.343 -0.220  -0.17
C25 -0.435 -3.227 -1.357  0.05
C26 -0.768 -4.552 -1.192  -0.06
C27 -1.213 -5.035 0.047  -0.05
C28 -1.423 -4.143 1.112  -0.05
C29 -1.097 -2.813 0.982  0.04
C30 -2.617 0.288 -1.680  -0.17
C31 -1.662 0.743 -2.604  -0.04
C32 -1.932 0.728 -3.971  -0.07
C33 -3.155 0.235 -4.440  -0.09
C34 -4.096 -0.271 -3.535  -0.08
C35 -3.825 -0.256 -2.170  -0.04
C36 -4.543 1.533 0.140  -0.06
C37 -5.561 1.999 0.960  -0.08
H23 -6.454 1.884 2.922  0.10
H24 -4.681 0.370 3.828  0.10
H25 -2.744 -0.268 2.410  0.10
H26 -0.945 0.170 1.369  0.12
H27 0.024 -0.503 -1.428  0.12
H28 -0.148 -2.806 -2.321  0.14
H29 -0.705 -5.226 -2.043  0.11
H30 -1.365 -6.102 0.193  0.11
H31 -1.873 -4.507 2.036  0.11
H32 -1.301 -2.102 1.782  0.13
H33 -0.710 1.130 -2.245  0.10
H34 -1.181 1.093 -4.664  0.10
H35 -3.367 0.229 -5.510  0.10
H36 -5.042 -0.678 -3.888  0.10
H37 -4.550 -0.667 -1.461  0.12
H38 -4.564 1.791 -0.924  0.11
H39 -6.310 2.679 0.551  0.11

Calculated values
relative energy (zero: lowest compared OMol25 entry of this formula, charge and spin)	6.6	kcal per mole
E_tot	-2405.01842	a.u.
HOMO	-7.07	eV
LUMO level	-0.16	eV

=====

# 2
A cluster of 2 separate species, C13H28ClN3P in total at a distorted geometry. Source: the OMol25 dataset; level of theory: ωB97M-V/def2-TZVPD.

Last column: natural (NBO) charge in e.
CARTESIAN COORDINATES (ANGSTROEM)
C1 0.353 -1.214 4.043  -0.39
N1 -0.501 -0.107 4.369  -0.48
C2 -0.138 0.844 5.380  -0.40
C3 -1.391 0.197 3.315  -0.17
Cl1 -2.491 1.582 3.549  -0.05
H1 1.152 -1.333 4.784  0.22
H2 -0.237 -2.151 4.013  0.19
H3 0.829 -1.076 3.051  0.14
H4 0.727 0.466 5.929  0.21
H5 0.070 1.831 4.948  0.18
H6 -0.967 0.982 6.073  0.20
H7 -2.021 -0.698 3.123  0.20
C4 3.064 -1.442 -0.179  -0.63
C5 1.909 -1.848 -1.081  0.12
C6 2.418 -2.434 -2.401  -0.62
C7 1.083 -2.873 -0.292  -0.62
N2 1.128 -0.644 -1.421  -0.60
P1 -0.256 -0.705 -2.394  1.12
H8 -0.783 0.424 2.449  0.15
N3 -0.532 0.923 -2.002  -0.60
C8 -1.771 1.623 -2.372  0.11
C9 -1.696 3.053 -1.860  -0.63
C10 -3.003 0.997 -1.710  -0.62
C11 -1.856 1.580 -3.899  -0.62
C12 0.559 1.532 -1.463  -0.02
C13 1.523 0.628 -1.133  -0.03
H9 2.691 -1.082 0.791  0.22
H10 3.703 -2.315 0.008  0.25
H11 3.688 -0.661 -0.628  0.21
H12 1.594 -2.691 -3.084  0.22
H13 3.044 -1.677 -2.904  0.22
H14 3.021 -3.330 -2.197  0.24
H15 0.169 -3.200 -0.806  0.22
H16 1.723 -3.755 -0.112  0.24
H17 0.811 -2.471 0.698  0.23
H18 -0.802 3.578 -2.214  0.21
H19 -2.572 3.611 -2.210  0.25
H20 -1.708 3.077 -0.762  0.23
H21 -3.142 -0.067 -1.938  0.22
H22 -2.960 1.126 -0.618  0.23
H23 -3.894 1.547 -2.058  0.24
H24 -1.867 0.552 -4.291  0.22
H25 -2.760 2.105 -4.233  0.24
H26 -0.968 2.081 -4.320  0.22
H27 0.597 2.594 -1.297  0.25
H28 2.462 0.840 -0.644  0.25

Calculated values
E_tot	-1477.71378	a.u.
HOMO	-10.29	eV
LUMO level	-4.34	eV
total charge	+1

=====

# 3
A structure of composition C4H6N2 at a distorted geometry. Source: the OMol25 dataset; level of theory: ωB97M-V/def2-TZVPD.

Last column: natural (NBO) charge in e.
CARTESIAN COORDINATES (ANGSTROEM)
C1 0.529 1.435 0.287  -0.66
C2 -0.083 0.072 0.076  0.07
C3 -0.430 -0.433 -1.254  -0.34
C4 0.065 -1.620 -1.064  -0.03
N1 -0.593 -1.881 1.359  -0.22
N2 -0.516 -0.669 1.216  -0.26
H1 0.671 1.658 1.355  0.22
H2 1.520 1.491 -0.187  0.24
H3 -0.076 2.251 -0.153  0.22
H4 -0.818 0.162 -2.088  0.20
H5 0.588 -2.470 -1.492  0.22
H6 -0.858 0.003 1.946  0.34

Calculated values
relative energy (zero: lowest compared OMol25 entry of this formula, charge and spin)	164.7	kcal per mole
E_tot	-265.27315	a.u.
HOMO (alpha / beta)	-7.22 / -7.22	eV
LUMO level (alpha / beta)	0.14 / 0.13	eV

=====

# 4
A cluster of 5 separate species, C18H41N5O7PS in total at a distorted geometry. Source: the OMol25 dataset; level of theory: ωB97M-V/def2-TZVPD.

Last column: Löwdin charge in e.
CARTESIAN COORDINATES (ANGSTROEM)
O1 0.031 -5.192 -3.195  -0.02
C1 -0.085 -3.943 -3.185  -0.38
N1 -0.411 -2.713 -3.064  -0.05
P1 -0.169 -1.823 -4.626  0.49
C2 -1.878 -2.174 -5.392  -0.27
C3 -3.135 -1.917 -4.425  -0.32
C4 -3.837 -0.473 -4.603  -0.53
S1 -4.303 0.169 -2.894  0.58
O2 -0.762 -0.425 -3.757  -0.37
C5 0.176 0.659 -3.992  -0.24
C6 0.590 0.487 -5.555  -0.25
O3 0.377 -0.883 -6.017  -0.39
H1 1.220 -1.692 -4.192  0.04
H2 0.215 -3.088 -5.258  0.00
H3 -1.891 -3.237 -5.827  0.08
H4 -1.996 -1.433 -6.275  0.09
H5 -3.934 -2.705 -4.712  0.10
H6 -2.926 -2.055 -3.315  0.06
H7 -4.833 -0.603 -5.149  0.06
H8 -3.127 0.272 -5.090  0.07
H9 -3.356 -0.294 -1.972  -0.14
H10 1.050 0.474 -3.278  0.11
H11 -0.373 1.629 -3.721  0.09
H12 1.654 0.906 -5.715  0.10
H13 -0.056 1.288 -6.067  0.10
C7 0.041 2.596 -1.127  -0.32
O4 -0.452 2.655 -2.241  -0.03
N2 -0.530 2.000 -0.048  -0.17
C8 0.115 1.962 1.250  -0.08
C9 -1.829 1.379 -0.201  -0.05
H14 1.028 3.036 -0.906  0.13
H15 0.259 0.914 1.537  0.05
H16 -0.526 2.460 1.979  0.05
H17 1.085 2.465 1.222  0.08
H18 -1.764 0.598 -0.963  0.06
H19 -2.550 2.132 -0.531  0.09
H20 -2.157 0.943 0.743  0.08
C10 0.329 -1.971 0.909  -0.29
O5 0.133 -0.771 1.005  0.00
N3 1.361 -2.646 1.487  -0.19
C11 1.529 -4.076 1.326  -0.06
C12 2.321 -1.910 2.286  -0.06
H21 -0.341 -2.621 0.325  0.14
H22 1.499 -4.550 2.311  0.08
H23 2.496 -4.270 0.856  0.09
H24 0.737 -4.495 0.703  0.09
H25 1.797 -1.421 3.113  0.09
H26 2.790 -1.143 1.666  0.06
H27 3.086 -2.580 2.682  0.09
C13 -2.096 2.140 4.633  -0.32
O6 -1.339 2.174 3.681  0.01
N4 -3.454 2.052 4.554  -0.20
C14 -4.292 2.016 5.735  -0.07
C15 -4.080 1.991 3.246  -0.04
H28 -1.724 2.180 5.670  0.13
H29 -4.864 1.084 5.738  0.09
H30 -4.978 2.866 5.711  0.09
H31 -3.689 2.068 6.643  0.08
H32 -3.704 1.118 2.709  0.09
H33 -3.817 2.889 2.682  0.10
H34 -5.164 1.923 3.343  0.09
C16 5.493 0.334 1.851  -0.32
O7 4.562 -0.205 1.286  0.01
N5 5.402 1.056 3.004  -0.20
C17 6.559 1.671 3.620  -0.07
C18 4.104 1.215 3.633  -0.03
H35 6.521 0.275 1.457  0.13
H36 6.683 1.267 4.628  0.09
H37 6.402 2.751 3.675  0.09
H38 7.462 1.470 3.041  0.08
H39 3.702 0.228 3.879  0.08
H40 3.423 1.704 2.932  0.10
H41 4.188 1.813 4.540  0.09

Calculated values
E_tot	-2250.38317	a.u.
HOMO	-4.10	eV
LUMO level	1.98	eV
total charge	-1